a | C12H26S2 | ωB97M-V/def2-TZVPD

Last column: natural (NBO) charge in e.
Cartesian coordinates (Å):
1 C 1.629 2.709 -1.131  -0.63
2 C 0.060 2.861 -1.391  -0.39
3 C -0.992 2.705 -0.148  -0.40
4 C -0.965 1.372 0.624  -0.40
5 C -2.207 1.049 1.508  -0.43
6 C -3.503 0.846 0.680  -0.48
7 C -1.328 -1.838 -0.285  -0.54
8 C -0.213 -2.136 -1.245  -0.44
9 C 0.753 -3.080 -0.482  -0.37
10 C 1.611 -2.560 0.617  -0.42
11 C 2.333 -1.281 0.121  -0.40
12 C 3.136 -0.493 1.298  -0.59
13 H 1.953 1.694 -0.640  0.19
14 H 1.888 3.490 -0.427  0.20
15 H 2.362 2.652 -1.974  0.22
16 H -0.124 2.006 -2.218  0.20
17 H -0.058 3.943 -1.725  0.21
18 H -0.722 3.406 0.615  0.20
19 H -1.874 2.973 -0.625  0.20
20 H -0.074 1.466 1.279  0.21
21 H -1.022 0.297 0.097  0.19
22 H -1.917 0.015 2.014  0.21
23 H -2.303 1.801 2.388  0.21
24 H -4.379 1.362 1.089  0.23
25 H -3.380 1.246 -0.306  0.22
26 H -1.129 -0.911 0.192  0.19
27 H -1.652 -2.692 0.278  0.23
28 H 0.230 -1.298 -1.683  0.22
29 H -0.557 -2.757 -2.100  0.22
30 H 1.459 -3.587 -1.158  0.19
31 H 0.091 -4.008 -0.158  0.19
32 H 0.841 -2.244 1.314  0.18
33 H 2.200 -3.387 1.010  0.21
34 H 3.037 -1.666 -0.684  0.21
35 H 1.511 -0.624 -0.087  0.20
36 H 4.172 -1.021 1.474  0.21
37 H 2.485 -0.324 2.027  0.19
38 H 3.324 0.512 0.714  0.20
39 S -3.957 -1.042 0.404  0.02
40 S -2.719 -1.453 -1.276  0.12

Properties
- LUMO (eV) = 0.688
- Kohn-Sham gap (hartree) = 0.3522
- highest occupied orbital energy (eV) = -8.9
- total charge = 0
- SMILES string = CCCCCCSSCCCCCC

=====

b | C12H26S2 | ωB97M-V/def2-TZVPD

Last column: natural (NBO) charge in e.
Cartesian coordinates (Å):
1 C 1.800 -2.924 -0.275  -0.62
2 C 0.349 -3.214 0.201  -0.40
3 C -0.756 -2.751 -0.987  -0.40
4 C -0.771 -1.243 -1.008  -0.43
5 C -2.219 -0.722 -1.546  -0.42
6 C -3.651 -0.867 -0.716  -0.53
7 C -1.670 1.957 1.467  -0.53
8 C -0.426 1.998 2.331  -0.44
9 C 0.692 2.755 1.676  -0.40
10 C 1.425 2.513 0.192  -0.42
11 C 2.169 1.193 0.029  -0.40
12 C 3.362 1.288 -1.280  -0.67
13 H 2.074 -1.845 -0.153  0.19
14 H 2.055 -3.121 -1.320  0.21
15 H 2.608 -3.377 0.325  0.21
16 H 0.089 -2.716 1.110  0.20
17 H 0.553 -4.217 0.429  0.21
18 H -0.528 -3.116 -2.078  0.21
19 H -1.794 -3.120 -0.718  0.20
20 H -0.009 -1.075 -1.760  0.21
21 H -0.301 -0.745 -0.051  0.21
22 H -1.946 0.418 -1.752  0.21
23 H -2.563 -1.263 -2.470  0.21
24 H -4.604 -1.023 -1.360  0.24
25 H -3.695 -1.866 -0.364  0.21
26 H -1.392 1.681 0.459  0.21
27 H -2.137 3.055 1.208  0.22
28 H -0.240 0.836 2.829  0.20
29 H -0.574 2.460 3.325  0.22
30 H 1.448 2.882 2.507  0.21
31 H 0.249 3.865 1.615  0.20
32 H 0.611 2.463 -0.526  0.20
33 H 1.932 3.550 0.067  0.23
34 H 2.637 1.030 1.031  0.20
35 H 1.492 0.226 -0.243  0.21
36 H 3.723 2.390 -1.753  0.22
37 H 2.532 0.904 -2.088  0.21
38 H 4.392 0.605 -1.013  0.23
39 S -4.038 0.510 0.598  0.06
40 S -2.879 0.625 2.064  0.11

Properties
- LUMO (eV) = 0.826
- Kohn-Sham gap (hartree) = 0.3431
- highest occupied orbital energy (eV) = -8.5
- total charge = 0
- SMILES string = CCCCCCSSCCCCCC

=====

Sorted by energy, starting with the most stable: a, b.

=====

a | C3H4N2OS2 | ωB97M-V/def2-TZVPD

Last column: natural (NBO) charge in e.
Cartesian coordinates (Å):
1 C -0.947 -0.702 2.402  -0.45
2 C -0.716 -1.096 1.110  -0.08
3 C 0.095 0.369 -1.441  -0.82
4 N -0.408 -2.401 0.966  -0.21
5 N -0.380 -2.990 2.072  -0.35
6 O -1.453 1.527 0.399  -0.94
7 S -0.845 -2.123 3.408  0.61
8 S -1.351 0.268 -0.317  1.26
9 H -1.141 0.254 2.836  0.27
10 H 0.548 -0.571 -1.399  0.24
11 H 0.694 1.001 -0.937  0.23
12 H 0.022 0.654 -2.560  0.25

Properties
- LUMO (eV) = 0.119
- Kohn-Sham gap (hartree) = 0.3499
- highest occupied orbital energy (eV) = -9.4
- total charge = 0

=====

b | C3H4N2OS2 | ωB97M-V/def2-TZVPD

Last column: natural (NBO) charge in e.
Cartesian coordinates (Å):
1 C 0.954 0.653 -0.048  0.35
2 C -1.585 -0.920 -0.085  -0.19
3 C 1.119 -0.895 0.188  -0.38
4 H 1.818 2.341 -0.920  0.36
5 H -0.903 1.686 0.236  0.37
6 H -2.508 -1.220 0.265  0.21
7 H -1.992 -0.262 -0.908  0.19
8 N 2.003 1.290 -0.566  -0.65
9 N -0.338 0.957 0.560  -0.32
10 O -1.098 -0.058 1.002  -0.36
11 S -0.075 -2.187 -0.278  0.28
12 S 2.605 -1.386 0.554  0.15

Properties
- LUMO (eV) = -0.610
- Kohn-Sham gap (hartree) = 0.2975
- highest occupied orbital energy (eV) = -8.7
- total charge = 0
- SMILES string = [H]/N=C1\NOCSC1=S

=====

Sorted by energy, starting with the most stable: a, b.

=====

a | C3H11N2O | ωB97M-V/def2-TZVPD

Last column: natural (NBO) charge in e.
Cartesian coordinates (Å):
1 C 1.836 1.255 1.412  -0.67
2 C 0.842 0.128 1.391  -0.23
3 N -0.310 0.615 0.517  -0.50
4 C -1.193 -0.236 0.078  0.43
5 N -2.080 0.065 -0.848  -0.74
6 H 2.796 0.878 1.807  0.25
7 H 2.198 1.620 0.443  0.23
8 H 1.706 2.141 2.020  0.24
9 H 1.306 -0.582 0.716  0.24
10 H 0.438 -0.037 2.392  0.24
11 H -0.293 1.572 0.206  0.42
12 H -1.280 -1.177 0.599  0.23
13 H -2.388 0.984 -1.123  0.42
14 H -2.545 -0.593 -1.445  0.43
15 H 0.128 -1.931 -2.778  0.48
16 H 1.446 -1.495 -2.323  0.48
17 O 0.562 -1.593 -1.962  -0.96

Properties
- LUMO (eV) = -3.423
- Kohn-Sham gap (hartree) = 0.4272
- highest occupied orbital energy (eV) = -15.0
- total charge = +1

=====

b | C3H11N2O | ωB97M-V/def2-TZVPD

Last column: natural (NBO) charge in e.
Cartesian coordinates (Å):
1 C -1.469 -1.478 0.818  -0.69
2 C -0.494 -0.551 -0.058  0.04
3 C -0.813 0.387 -1.009  0.04
4 N -1.868 1.202 -0.682  -0.82
5 N 0.909 -0.610 0.596  -0.71
6 H -2.466 -1.693 0.313  0.25
7 H -1.077 -2.485 0.935  0.24
8 H -1.680 -1.033 1.814  0.23
9 H -0.060 0.735 -1.804  0.23
10 H -2.697 0.738 -0.498  0.39
11 H -2.011 2.197 -0.899  0.43
12 H 0.769 -0.334 1.626  0.45
13 H 1.399 -1.485 0.563  0.42
14 H 1.524 0.000 0.056  0.47
15 H 3.386 1.451 -1.379  0.50
16 H 3.694 1.611 0.073  0.49
17 O 2.956 1.346 -0.465  -0.97

Properties
- LUMO (eV) = -3.585
- Kohn-Sham gap (hartree) = 0.3117
- highest occupied orbital energy (eV) = -12.1
- total charge = +1

=====

c | C3H11N2O | ωB97M-V/def2-TZVPD

Last column: natural (NBO) charge in e.
Cartesian coordinates (Å):
1 C -1.883 -1.231 -0.674  -0.63
2 C -0.887 -0.297 -1.293  -0.21
3 N 2.437 0.512 0.115  -0.74
4 C 1.381 0.420 -0.712  0.39
5 N 0.251 -0.057 -0.327  -0.47
6 H -1.510 -2.239 -0.566  0.23
7 H -2.122 -0.850 0.323  0.22
8 H -2.810 -1.219 -1.236  0.26
9 H -0.397 -0.485 -2.229  0.21
10 H -1.242 0.709 -1.546  0.22
11 H 2.532 -0.096 0.914  0.43
12 H 3.094 1.229 -0.119  0.43
13 H 1.657 0.760 -1.694  0.23
14 H 0.196 -0.464 0.591  0.44
15 H -0.615 0.484 3.147  0.49
16 H 0.111 1.822 2.857  0.49
17 O -0.192 1.000 2.449  -0.98

Properties
- LUMO (eV) = -3.460
- Kohn-Sham gap (hartree) = 0.4178
- highest occupied orbital energy (eV) = -14.8
- total charge = +1

=====

d | C3H11N2O | ωB97M-V/def2-TZVPD

Last column: natural (NBO) charge in e.
Cartesian coordinates (Å):
1 C 2.421 0.620 -0.337  -0.68
2 C 1.114 0.014 0.005  0.24
3 C 0.038 -0.123 -0.791  -0.11
4 N -0.948 -1.120 -0.336  -0.71
5 N 0.926 -0.414 1.355  -0.90
6 H 2.480 1.658 0.024  0.25
7 H 2.404 0.799 -1.418  0.24
8 H 3.311 0.106 0.027  0.26
9 H -0.120 0.195 -1.810  0.24
10 H -0.899 -2.017 -0.829  0.43
11 H -1.936 -0.842 -0.470  0.47
12 H -0.728 -1.345 0.648  0.47
13 H 1.658 -0.980 1.765  0.40
14 H 0.846 0.397 1.958  0.40
15 H -4.109 0.855 0.534  0.50
16 H -3.243 1.432 -0.513  0.48
17 O -3.213 0.765 0.188  -0.97

Properties
- LUMO (eV) = -3.148
- Kohn-Sham gap (hartree) = 0.4034
- highest occupied orbital energy (eV) = -14.1
- total charge = +1

=====

Sorted by energy, starting with the most stable: c, a, d, b.